111
Properties=species:S:1:pos:R:3:forces:R:3 method="wB97M-V/def2-TZVPD" gap_ev=8.2 homo_energy_ha=-0.305 smiles=CCC[C@H](C)[Si@](COC)([C@@H](Br)[C@@H](C)Br)P(O)Br.COCCNCCOC.COCCNCCOC.COCCNCCOC e_tot_ev=-278258.6810
C -4.368 -2.390 1.617 -0.4759 1.2306 0.4222
C -4.187 -0.933 0.815 -1.6132 -0.2049 -0.1353
C -3.958 0.325 1.837 -1.1643 -0.4568 0.0141
C -2.560 0.322 2.676 -1.4866 1.2212 0.9163
C -2.481 1.806 3.446 -0.8849 0.1436 -0.2376
Si -0.961 -0.031 1.680 -0.8764 1.3890 1.0774
C 0.521 0.595 2.808 1.4285 0.0698 0.8912
O 0.264 0.335 4.259 0.7915 -1.2738 -1.5156
C 0.484 -1.081 4.590 -0.4024 -0.5347 1.6419
C -0.862 0.763 -0.065 1.5144 -1.1795 -2.1580
Br -1.960 2.410 -0.331 0.3378 -0.9680 0.3629
C 0.678 1.144 -0.563 -1.2779 2.0748 -1.3787
C 1.213 2.593 0.013 0.3837 0.5968 -0.1768
Br 2.005 -0.337 -0.310 -1.0561 0.8188 -0.0528
P -0.567 -2.225 1.449 0.8211 -2.3773 1.3011
O -1.435 -3.037 2.767 -0.1465 0.0629 -2.5915
Br -1.306 -2.961 -0.591 -0.2007 0.7840 0.6967
H -4.017 -2.192 2.729 -0.4382 -0.8435 -2.3501
H -5.535 -2.631 1.700 2.6553 0.3465 -0.3830
H -3.781 -3.245 1.076 -1.2287 1.5878 1.2368
H -3.430 -0.996 -0.079 -1.1999 0.1547 1.9224
H -5.254 -0.752 0.309 2.3910 -0.2033 0.9127
H -4.835 0.254 2.646 1.8148 0.1288 -1.6649
H -4.184 1.343 1.255 0.9369 -2.2413 1.2796
H -2.650 -0.473 3.532 0.2716 1.2987 -1.7349
H -2.553 1.657 4.611 0.5697 0.4334 -2.3928
H -3.444 2.430 3.135 2.0659 -1.3169 0.6111
H -1.555 2.439 3.097 -1.7449 -1.2668 1.0223
H 1.534 0.059 2.564 -1.7953 1.1341 0.1380
H 0.702 1.747 2.720 -0.3970 -2.1517 0.1292
H -0.581 -1.576 4.755 2.2974 0.6958 -0.6816
H 1.023 -1.155 5.653 -1.0969 0.4135 -2.2898
H 1.166 -1.669 3.844 -1.4582 1.1875 1.0998
H -1.251 -0.033 -0.866 0.6777 1.8218 1.7615
H 0.580 1.291 -1.745 0.4115 -0.5600 2.6604
H 0.623 3.000 0.938 0.9575 -1.0321 -1.7515
H 2.355 2.583 0.324 -2.4044 -0.2346 -0.8453
H 1.052 3.396 -0.854 0.4410 -1.7757 1.9299
H -1.825 -3.888 2.412 0.6900 1.2705 0.5381
C -1.176 -8.633 -4.114 -0.2749 0.1779 0.1204
O -2.244 -8.957 -3.234 0.4737 -0.2880 -0.1344
C -2.081 -10.239 -2.617 -0.4632 0.2112 0.6318
C -1.911 -10.069 -1.097 0.4394 0.1600 -0.6378
N -0.615 -9.457 -0.782 -0.2807 -0.0368 0.0678
C -0.488 -9.056 0.623 0.0766 0.3792 -0.2641
C -1.399 -7.909 1.108 0.5367 -0.0845 0.2985
O -1.104 -6.649 0.503 -0.4874 -0.3376 0.0719
C -1.797 -6.406 -0.714 0.2000 0.2741 -0.0110
H -1.408 -7.679 -4.596 -0.0659 -0.1416 0.1154
H -0.240 -8.520 -3.561 0.1204 -0.0905 -0.1213
H -1.066 -9.397 -4.889 0.1023 0.0118 0.0091
H -1.250 -10.808 -3.050 0.0333 0.2231 0.0671
H -3.002 -10.801 -2.805 0.0670 -0.0040 0.0258
H -1.975 -11.051 -0.615 0.0410 0.0856 -0.0072
H -2.735 -9.449 -0.734 -0.2739 -0.1001 -0.0401
H -0.488 -8.632 -1.365 -0.0485 -0.2624 0.1602
H 0.553 -8.741 0.764 -0.1613 0.0250 0.0888
H -0.640 -9.933 1.263 -0.0925 0.0580 -0.0847
H -1.207 -7.776 2.178 0.0314 0.0178 -0.0830
H -2.463 -8.151 1.024 -0.0117 0.0451 -0.2262
H -2.783 -6.878 -0.738 0.0966 -0.1308 0.0028
H -1.194 -6.740 -1.562 -0.1891 -0.0948 -0.1609
H -1.931 -5.325 -0.818 -0.0059 -0.4568 0.0980
C -1.826 4.966 -7.874 -0.2818 0.1766 0.1223
O -2.894 4.642 -6.993 0.4803 -0.2821 -0.1414
C -2.731 3.359 -6.376 -0.4653 0.2083 0.6403
C -2.560 3.530 -4.856 0.4416 0.1483 -0.6325
N -1.265 4.141 -4.541 -0.2394 -0.0101 0.0250
C -1.138 4.543 -3.137 0.0408 0.3093 -0.2555
C -2.049 5.690 -2.651 0.5749 -0.0872 0.2503
O -1.754 6.950 -3.256 -0.4737 -0.4229 0.0050
C -2.446 7.192 -4.474 0.3071 0.3119 0.1060
H -2.058 5.920 -8.355 -0.0663 -0.1422 0.1143
H -0.889 5.079 -7.320 0.1214 -0.0918 -0.1197
H -1.715 4.202 -8.648 0.1028 0.0118 0.0087
H -1.900 2.791 -6.809 0.0351 0.2225 0.0646
H -3.652 2.797 -6.564 0.0667 -0.0038 0.0254
H -2.624 2.548 -4.374 0.0344 0.0840 0.0040
H -3.385 4.150 -4.493 -0.2732 -0.1031 -0.0351
H -1.137 4.967 -5.125 -0.0573 -0.2674 0.1458
H -0.097 4.857 -2.995 -0.1234 0.0604 0.0786
H -1.290 3.666 -2.496 -0.0514 0.2091 -0.2574
H -1.856 5.822 -1.581 0.0269 0.0264 -0.0682
H -3.113 5.448 -2.735 -0.0188 0.0380 -0.2219
H -3.433 6.720 -4.497 0.0983 -0.0861 -0.0078
H -1.844 6.859 -5.321 -0.2046 -0.0827 -0.1630
H -2.580 8.273 -4.578 0.0253 -0.1035 0.1100
C 3.559 2.336 4.425 0.1175 -0.1816 -0.1921
O 3.969 2.650 3.100 -0.2354 0.3479 0.3045
C 3.734 4.023 2.762 0.6157 -0.0253 -0.5113
C 5.076 4.735 2.514 -0.3725 -0.2847 0.6293
N 5.820 4.896 3.767 -0.0158 -0.0473 -0.2905
C 7.199 5.354 3.570 0.0282 -0.3950 0.2255
C 8.165 4.382 2.861 0.2466 0.3852 0.4082
O 8.443 3.201 3.614 -0.3150 0.1757 -0.5457
C 7.533 2.133 3.389 0.2995 -0.0770 0.3307
H 3.704 1.263 4.581 -0.0219 0.1372 -0.1292
H 4.168 2.875 5.156 -0.1229 0.0567 0.1159
H 2.501 2.570 4.570 0.0163 -0.0076 0.1079
H 3.140 4.544 3.520 0.1778 -0.1259 0.0673
H 3.159 4.025 1.829 0.0229 0.0797 0.0518
H 4.884 5.721 2.077 0.0485 -0.0535 0.0587
H 5.644 4.140 1.795 -0.1181 -0.0452 -0.2701
H 5.845 4.002 4.255 -0.0320 0.2693 -0.1537
H 7.604 5.563 4.567 0.0654 -0.0317 -0.1692
H 7.187 6.309 3.030 -0.0471 -0.1197 -0.0444
H 9.124 4.901 2.757 -0.0575 -0.0604 0.0550
H 7.846 4.138 1.842 -0.1538 -0.1534 0.0641
H 7.136 2.127 2.370 -0.0463 0.0978 0.0698
H 6.718 2.176 4.115 -0.2018 -0.0963 -0.1591
H 8.066 1.192 3.556 0.0293 0.1468 -0.0335